{"formula": "C34H50N3OP2SZn", "method": "ωB97M-V/def2-TZVPD", "symbols": ["Zn", "S", "P", "P", "O", "N", "N", "N", "C", "C", "C", "C", "C", "C", "C", "C", "C", "C", "C", "C", "C", "C", "C", "C", "C", "C", "C", "C", "C", "C", "C", "C", "C", "C", "C", "C", "C", "C", "C", "C", "C", "C", "H", "H", "H", "H", "H", "H", "H", "H", "H", "H", "H", "H", "H", "H", "H", "H", "H", "H", "H", "H", "H", "H", "H", "H", "H", "H", "H", "H", "H", "H", "H", "H", "H", "H", "H", "H", "H", "H", "H", "H", "H", "H", "H", "H", "H", "H", "H", "H", "H", "H"], "coordinates": [[-0.0539, -0.1941, 0.8640], [-3.5758, 0.6924, 3.6717], [0.8193, 2.2043, 0.0995], [-0.0026, -2.5603, 0.9876], [2.7282, 0.0809, 3.2080], [1.5617, -0.7399, -0.6727], [-1.2685, 0.3104, -0.7295], [-1.2596, 0.3552, 2.5718], [-2.5828, 0.2484, 2.3357], [-0.9996, 0.8446, 3.8524], [-1.2038, -3.2719, -0.2803], [-0.1227, -3.4319, 2.6629], [-2.8668, 1.1701, -5.4643], [0.8931, -2.8228, 3.6505], [-2.6423, -3.0494, 0.2219], [1.8927, -0.0158, 2.4270], [-1.4015, 0.9422, -3.0794], [2.5106, -0.1602, -2.7853], [-0.7812, 3.9947, -1.5002], [3.1618, -1.3959, -2.8095], [-2.1332, 1.0773, 4.5872], [-1.5276, -3.2086, 3.2575], [1.6949, -2.9666, 0.3370], [-0.4563, 3.6314, -0.0390], [0.1760, -4.9361, 2.5040], [0.8018, 1.3551, -1.6286], [-1.4679, 1.1933, -5.4895], [-1.7704, 3.1741, 0.6220], [2.9779, -2.2978, -1.7730], [-0.9625, -4.7769, -0.4422], [1.6900, 0.1295, -1.6948], [0.0141, 4.9003, 0.6898], [2.8520, 3.9476, -0.7057], [-0.7000, 0.8306, -1.7378], [2.5677, 3.4478, 1.8131], [-3.5362, 1.0136, -4.2417], [3.5834, 1.7332, 0.2551], [2.1062, -1.9659, -0.7360], [2.5552, 2.8817, 0.3673], [-2.7995, 0.8684, -3.0609], [-0.7323, 1.0837, -4.3053], [-1.0424, -2.6334, -1.6913], [2.6351, 0.5863, -3.5728], [-0.7778, 5.6588, 0.5879], [-1.2088, -5.3359, 0.4655], [3.7742, 1.4637, -0.7906], [-2.9846, 0.0175, 1.3560], [1.7323, -3.9844, -0.0840], [-2.5441, 3.9335, 0.4232], [2.0533, 4.0546, -1.4530], [-0.7446, -5.5293, 2.4312], [3.4585, -3.2773, -1.7428], [-3.3341, -3.2878, -0.6006], [-1.8540, -1.9248, -1.9074], [3.5353, 3.2434, 2.2899], [-1.6796, 3.0600, 1.7089], [0.0665, -5.0022, -0.7466], [-2.8848, -3.7118, 1.0626], [3.2618, 0.8361, 0.7971], [2.4213, -2.9370, 1.1667], [-4.6250, 1.0000, -4.2109], [-2.2515, -3.9544, 2.9064], [0.1056, 4.0998, -2.1351], [1.7946, 2.9916, 2.4495], [-0.1077, -2.0844, -1.8134], [0.3592, 1.0929, -4.3265], [4.5344, 2.0646, 0.7004], [0.0233, 1.0267, 4.1726], [0.8572, -3.4210, 4.5765], [1.9259, -2.8624, 3.2862], [0.7107, -5.2945, 3.3949], [0.1690, 4.7344, 1.7627], [-2.8314, -2.0071, 0.5130], [3.8003, -1.6476, -3.6525], [-1.4632, 3.2682, -1.9611], [0.8178, -5.1642, 1.6433], [-2.1377, 2.2283, 0.2056], [-1.2985, 4.9681, -1.4909], [-1.4721, -3.3062, 4.3520], [-0.9370, 1.2948, -6.4348], [2.4161, 4.5338, 1.8222], [1.0697, 2.0887, -2.4044], [-1.9139, -2.2024, 3.0475], [3.7660, 3.6728, -1.2505], [-1.6305, -5.1316, -1.2397], [0.6400, -1.7933, 3.9273], [3.0377, 4.9277, -0.2490], [-2.1574, 1.4705, 5.5944], [-3.4295, 1.2676, -6.3909], [-3.2948, 0.6946, -2.0962], [-1.0271, -3.4265, -2.4614], [0.9259, 5.3238, 0.2527]], "multiplicity": 1, "relative_energy_kj_mol": 0.0, "charge": 1, "molar_mass_g_mol": 676.20, "lumo_ev": -2.291, "homo_lumo_gap_ev": 7.45}